C13H20F5N3O3STeY | ωB97M-V with the def2-TZVPD basis set

XYZ file:
```
47
Properties=species:S:1:pos:R:3:forces:R:3:lowdin_charge:R:1
F 1.14759 -0.77880 -5.88580 -0.009 -0.170 -0.029 -0.31
H 4.34212 -1.08768 1.68786 -0.007 0.009 0.003 0.13
C 1.95182 -1.30118 3.14577 -0.078 -0.046 0.020 -0.10
H -3.22977 3.51429 -0.40359 0.000 0.003 -0.007 0.09
F -0.84524 1.48963 -3.64455 -0.180 0.091 -0.083 -0.42
H 2.95612 0.11296 -1.17849 -0.001 -0.028 0.013 0.09
F 0.71230 1.84261 -5.84961 -0.036 0.099 -0.008 -0.31
C -4.90831 2.20507 -0.56010 0.004 -0.116 0.009 -0.06
C -3.56027 2.48492 -0.42680 -0.060 -0.017 -0.005 -0.14
H -0.73583 -0.54062 2.77718 -0.018 0.048 0.005 0.17
H -5.61320 3.02045 -0.65820 0.004 -0.012 0.008 0.11
H 3.01176 -2.89374 2.19545 -0.033 -0.074 -0.030 0.15
Y 0.12902 0.46296 -1.66956 0.037 0.296 -0.016 1.34
O -0.91609 -0.91042 -0.57144 0.022 -0.556 0.008 -0.29
C -5.34576 0.88561 -0.56075 0.031 0.145 -0.007 -0.05
C -4.41282 -0.12190 -0.44400 -0.058 -0.095 -0.030 -0.02
C 3.41530 -1.12040 1.11086 0.037 -0.079 -0.037 -0.10
C -2.19881 -1.12485 -0.30408 -0.001 0.588 0.161 -0.57
O -2.64885 -2.21244 -0.05903 0.044 -0.069 0.117 0.11
H 0.74366 -3.10796 1.47095 -0.013 -0.059 -0.007 0.11
N -0.01804 -0.22617 2.12567 -0.168 0.579 0.123 0.19
H 2.79058 -1.12128 3.82091 0.006 0.019 -0.025 0.14
Te 0.25444 0.40407 -4.81788 0.663 0.226 0.403 1.83
C -2.59679 1.47692 -0.30311 -0.056 0.118 -0.009 -0.55
H 2.95308 1.29662 2.74061 -0.020 0.014 0.007 0.14
H -0.36450 0.61754 1.61733 -0.032 -0.045 0.039 0.04
S -0.93535 2.18573 -0.03122 -0.090 -0.475 0.087 0.55
C -3.04382 0.13247 -0.33279 0.100 0.002 -0.020 -0.15
H -6.39605 0.64587 -0.66070 0.024 0.027 0.006 0.11
O 1.50874 0.58968 -3.51786 0.075 0.007 -0.064 -0.65
F -1.23318 0.17989 -5.83697 -0.263 -0.027 -0.116 -0.29
H 1.25513 -1.94686 3.68929 0.020 0.000 0.000 0.13
N 2.34160 0.53936 -0.48191 -0.076 0.021 -0.053 -0.01
H -4.71602 -1.16111 -0.45271 -0.002 0.039 0.002 0.12
H 1.56140 -2.68943 0.13696 -0.002 -0.021 -0.005 0.10
C 2.20934 0.94761 2.02035 -0.020 0.051 0.025 -0.09
C 1.28663 0.03375 2.82965 0.012 -0.077 -0.138 -0.26
F -0.47765 -0.94661 -3.67040 -0.176 -0.250 -0.058 -0.40
H 3.92939 0.89437 0.80158 0.051 0.064 0.008 0.14
N 1.28292 -2.35667 1.05244 0.144 -0.038 0.005 0.05
H 2.45094 1.53816 -0.67346 0.032 0.035 0.016 0.10
H 0.12607 -0.97572 1.42337 0.159 -0.273 -0.295 0.08
H 3.68348 -1.59723 0.16239 -0.001 -0.009 0.021 0.13
H 1.03441 0.55639 3.74950 -0.027 0.023 0.045 0.15
C 2.44575 -2.01169 1.88370 -0.008 0.054 -0.022 -0.36
H 1.67435 1.84439 1.69441 -0.012 -0.044 -0.016 0.11
C 2.99843 0.33143 0.85879 -0.014 0.022 -0.050 -0.32
```
Forces are in eV/Å.

Computed properties:
* frontier orbital gap: 7.30 eV
* highest occupied orbital energy: -11.20 eV
* DFT total energy: -57177.2141 eV
* spin multiplicity: 1
* largest force on an atom: 0.81 eV/A
* relative energy (zero: lowest compared OMol25 entry of this formula, charge and spin): 0.0 kcal/mol
* total charge: +1


C25H24BI3N9OW | ωB97M-V with the def2-TZVPD basis set

XYZ file:
```
64
Properties=species:S:1:pos:R:3:forces:R:3:lowdin_charge:R:1
H -2.29331 2.50080 -1.39782 -0.003 -0.001 0.008 0.08
H -1.25116 -0.07061 -5.99899 -0.002 -0.001 -0.003 0.09
H -2.50758 -1.17659 1.81926 0.003 -0.004 -0.002 0.03
C -4.27673 -0.49138 -3.15601 -0.176 -0.032 0.017 -0.18
C 2.07526 3.29334 3.85487 -0.063 0.049 -0.016 -0.10
H -2.68285 -1.42240 3.55990 -0.001 -0.008 0.000 0.10
H 1.02742 3.25040 4.10978 0.023 0.021 -0.001 0.13
C -0.24010 -0.38022 4.25221 -0.041 0.021 0.008 0.03
C 0.16116 4.28965 -0.13465 0.002 0.001 -0.001 0.03
C -1.97427 -0.20704 -3.96502 0.096 0.002 0.014 -0.18
H 5.66975 4.97357 4.53386 0.005 0.001 -0.004 0.08
I -0.24203 -2.71556 -0.14657 -0.052 -0.010 -0.012 0.51
C 4.23034 3.69946 3.61380 -0.102 -0.096 0.088 -0.33
N -0.08513 -0.00558 2.06064 0.043 0.030 -0.053 -0.09
O -2.06813 0.09647 -0.36828 -0.045 0.009 -0.112 -0.24
C 1.00783 3.88763 0.88426 -0.016 -0.122 0.019 0.01
C -0.79715 -0.65246 3.00691 0.045 -0.020 0.036 -0.31
H 3.61346 -1.77229 -2.36349 0.002 -0.014 -0.007 0.10
N 0.10980 2.06182 0.03721 -0.050 0.114 0.017 -0.06
I -4.08493 -0.68960 -6.11029 -0.048 -0.008 -0.095 1.20
C 3.08381 4.05695 4.36659 0.025 0.017 -0.079 0.01
C 0.63086 0.28133 -3.21290 -0.034 -0.030 0.029 -0.08
C -0.98796 -0.02261 -4.95086 0.003 -0.007 -0.006 0.02
C -1.40257 3.03223 -1.73168 -0.016 0.044 -0.037 0.00
C 4.26636 -0.30629 -0.15984 -0.020 -0.014 0.001 0.03
N 2.70186 0.78519 0.95939 0.044 0.054 0.001 0.05
C 3.03503 -0.69288 -0.63900 0.100 -0.045 -0.029 -0.31
C -1.99072 -1.49525 2.72274 -0.031 0.012 -0.015 -0.06
C 5.61943 4.22283 3.74836 0.047 0.034 0.039 -0.02
W -0.01295 -0.06488 -0.06142 0.100 -0.200 0.115 1.38
C -0.38619 3.12629 -0.64550 -0.026 -0.003 0.010 -0.28
B 1.83697 1.65062 1.91808 -0.113 0.042 -0.067 -0.64
I -5.23933 -0.36455 -0.30361 -0.051 0.000 0.078 1.15
H -5.32432 -0.65466 -3.37252 0.003 -0.007 0.015 0.10
H 1.07851 0.42895 -5.30051 -0.019 -0.008 -0.021 0.13
C 4.01383 0.61833 0.84538 -0.042 0.007 0.031 0.01
H 5.95255 4.67990 2.81712 0.018 -0.017 0.001 0.08
H -0.57555 -0.74859 5.20574 -0.017 0.002 -0.004 0.13
N 0.95217 2.56078 0.98914 0.078 0.062 0.024 0.04
H 4.66768 1.18661 1.48745 0.007 -0.017 -0.026 0.12
N 3.92947 2.77432 2.72161 0.031 0.176 -0.126 0.12
H 1.85125 -1.69256 -2.16613 0.013 0.033 0.003 0.01
H -1.70861 4.03716 -2.01350 0.003 -0.004 0.001 0.10
H 2.79280 -2.73536 -1.13486 0.024 0.004 -0.008 0.08
C -3.37863 -0.43704 -4.21796 0.102 0.034 0.193 -0.64
C 0.30344 0.24803 -4.56957 0.039 0.005 0.008 0.02
H 1.64502 4.46024 1.53758 0.005 0.027 0.001 0.14
H 1.51944 0.92794 4.68882 -0.011 -0.037 0.020 0.14
H 6.31136 3.42021 4.00120 0.017 0.006 -0.016 0.08
H 3.01949 4.77326 5.16712 0.007 0.008 0.005 0.11
H -1.71046 -2.54208 2.60738 -0.002 -0.001 0.015 0.06
C 2.79859 -1.76762 -1.64142 -0.041 -0.005 -0.033 -0.08
N 2.05660 -0.01106 0.03656 0.002 -0.028 0.030 -0.11
H 1.64253 0.48339 -2.88773 0.013 -0.004 0.011 0.13
C 0.81831 0.46932 4.01253 0.051 -0.053 -0.107 -0.01
H -0.03697 5.29738 -0.45513 -0.015 -0.005 -0.016 0.13
H 5.22844 -0.66360 -0.48311 -0.004 -0.008 -0.004 0.13
N 0.89664 0.69914 2.69558 -0.040 0.035 0.107 0.03
C -1.56272 -0.12554 -2.63613 0.089 0.029 -0.103 -0.18
C -3.88774 -0.32960 -1.83371 0.034 -0.032 -0.175 -0.63
N 2.59955 2.51906 2.86111 0.026 -0.137 0.140 -0.02
H -1.00766 2.55121 -2.62709 0.002 0.004 0.005 0.08
C -2.51113 -0.13480 -1.54412 0.024 0.073 0.179 -0.42
N -0.27283 0.07012 -2.26496 -0.046 0.021 -0.089 -0.04
```
Forces are in eV/Å.

Computed properties:
* frontier orbital gap (spin up / spin down): 6.06 / 4.59 eV
* highest occupied orbital energy (spin up / spin down): -13.62 / -13.75 eV
* DFT total energy: -68567.6591 eV
* spin multiplicity: 4
* largest force on an atom: 0.25 eV/A
* total charge: +2
* expectation value of S²: 3.787


C6H10O2 | ωB97M-V with the def2-TZVPD basis set

XYZ file:
```
18
Properties=species:S:1:pos:R:3:forces:R:3:lowdin_charge:R:1
H -2.77316 1.09271 -2.47316 1.247 -1.690 0.447 0.12
C -0.11315 -0.75607 -0.94754 1.465 0.150 -0.327 0.04
H 0.90858 -0.37427 4.72773 -1.945 -1.862 1.905 0.05
O 0.76567 -0.50929 2.56385 -0.750 -0.743 -0.034 -0.18
C 0.29067 0.41195 -1.77601 1.485 0.511 -1.141 -0.11
H -3.14902 -0.36033 -1.62100 0.056 -1.097 -0.298 0.07
H 0.54705 -0.94426 -0.07764 -1.321 -0.402 -0.296 0.00
O -1.46639 1.06051 -0.08369 -0.175 -0.660 -1.757 -0.02
H 0.51374 0.26372 -2.87087 -0.642 0.195 0.990 0.11
H -1.99992 -0.38749 -3.16771 -0.626 -0.299 1.047 0.09
H 2.32353 -0.28073 3.82667 1.477 0.023 0.037 0.06
C 1.43906 -1.19849 1.76045 0.176 0.234 0.748 0.10
C -1.11241 0.25597 -1.26448 -0.439 0.552 1.381 -0.56
C 1.29937 -0.05050 3.84711 0.680 3.300 -2.246 -0.04
H 1.08498 1.05125 3.82969 0.597 -0.936 -0.050 0.12
H -2.42072 1.07479 -0.20964 -0.124 0.472 0.695 0.06
C -2.31370 0.03742 -2.18608 0.120 3.081 -0.824 -0.03
H 1.05222 1.13559 -1.34461 -1.280 -0.827 -0.276 0.12
```
Forces are in eV/Å.

Computed properties:
* frontier orbital gap (spin up / spin down): 8.50 / 7.48 eV
* highest occupied orbital energy (spin up / spin down): -7.91 / -7.21 eV
* DFT total energy: -10470.5354 eV
* spin multiplicity: 1
* largest force on an atom: 4.05 eV/A
* relative energy (zero: lowest compared OMol25 entry of this formula, charge and spin): 199.1 kcal/mol


C20H21N3O5 | ωB97M-V with the def2-TZVPD basis set

XYZ file:
```
49
Properties=species:S:1:pos:R:3:forces:R:3:lowdin_charge:R:1
H 0.99430 -2.30652 -0.44313 0.120 -0.078 -0.120 0.14
N 1.23356 -0.06344 -3.43014 0.189 -0.280 -0.388 -0.35
C 1.06579 1.50622 -0.07520 -0.311 0.213 -0.421 -0.20
C 1.95840 -1.47090 3.55920 0.121 -0.210 -0.074 -0.18
H -4.09908 -2.04605 -2.61818 -0.028 -0.041 -0.013 0.12
H 1.81636 1.69094 4.42453 0.105 0.070 -0.285 0.13
O -2.87478 0.10664 -0.39400 0.511 0.082 0.097 -0.07
N 1.69155 1.31738 1.15585 0.463 -0.036 -0.034 0.15
H -4.55838 -0.06849 -1.42677 0.014 -0.109 0.059 0.13
O -0.89966 -1.57699 -1.85966 0.222 0.023 0.314 -0.03
H -0.32116 3.00424 0.56441 0.012 0.018 0.001 0.11
O 0.41719 2.59252 2.54788 -0.258 0.151 0.085 0.08
C -1.53143 -0.22986 1.52364 0.097 -0.119 -0.106 0.06
C 0.83677 0.81521 -2.36250 -0.353 0.883 1.062 -0.16
C 1.49015 0.72323 -1.14384 0.025 0.050 -0.269 0.05
H -3.06535 -2.71615 -1.35232 -0.038 -0.035 -0.086 0.12
H -4.41668 -1.23617 -0.08961 0.039 0.115 -0.091 0.13
H 2.41333 0.60974 1.14859 -0.162 0.106 0.123 0.13
C -3.32944 -1.80101 -1.88735 0.282 0.343 0.215 -0.12
H 1.51310 -2.24721 4.18991 0.091 -0.035 -0.029 0.12
O 2.20668 -0.76535 -3.25242 0.227 -0.223 -0.003 0.08
C -3.87358 -0.74683 -0.91145 -0.395 -0.356 -0.129 -0.18
H -2.15518 -0.19968 -2.75647 0.060 -0.144 -0.054 0.12
C 1.91825 1.02030 3.56136 -0.200 0.174 0.388 -0.08
H 2.65943 -1.49803 1.49505 0.065 -0.034 -0.020 0.11
O 0.57052 -0.05150 -4.44553 -0.148 -0.048 -0.265 0.08
H 2.98093 0.85658 3.37279 0.019 -0.003 0.008 0.13
C -0.39438 -0.67996 2.17486 -0.099 -0.081 -0.087 -0.16
H -1.42953 3.18834 -1.61931 -0.073 0.061 -0.017 0.11
N 1.28748 -0.24384 3.91778 0.030 0.017 -0.021 -0.16
H -1.92451 -1.77753 -3.54914 -0.044 0.097 0.102 0.13
H -0.55280 -1.10622 4.26918 -0.025 0.097 -0.007 0.13
C 0.53076 -1.43919 1.46333 -0.130 -0.113 -0.105 -0.18
H -0.60524 0.61744 3.87605 -0.057 -0.057 0.007 0.13
C 1.82591 -1.89541 2.08497 -0.032 0.085 0.215 -0.11
H 3.01255 -1.38877 3.83471 -0.051 -0.077 0.028 0.12
H -0.69457 1.75661 -3.51972 -0.023 -0.002 -0.019 0.12
C -2.07690 -1.28137 -2.58845 -0.493 -0.022 -0.376 -0.17
C 0.01233 2.40115 -0.26287 -0.006 0.091 0.179 0.01
H -2.24930 0.38071 2.04964 -0.125 0.133 0.039 0.14
C -0.21556 1.70255 -2.55452 0.118 -0.184 -0.210 -0.01
C 0.28706 -1.72575 0.12991 -0.285 0.023 0.089 0.04
C 1.25947 1.74058 2.38238 0.539 -0.140 0.056 -0.45
C -0.12893 -0.32999 3.61932 -0.118 -0.076 0.225 -0.12
C -0.61287 2.49512 -1.49425 0.151 -0.158 -0.063 -0.04
H 2.30476 0.02215 -1.04148 0.038 -0.055 0.037 0.13
H 1.89724 -2.98330 2.01789 0.098 0.007 -0.038 0.12
C -1.77304 -0.49981 0.18430 -0.158 -0.054 -0.078 -0.19
C -0.84488 -1.26397 -0.53352 -0.024 -0.066 0.079 -0.20
```
Forces are in eV/Å.

Computed properties:
* frontier orbital gap: 7.87 eV
* highest occupied orbital energy: -8.16 eV
* DFT total energy: -35785.9298 eV
* spin multiplicity: 1
* largest force on an atom: 1.43 eV/A
* relative energy (zero: lowest compared OMol25 entry of this formula, charge and spin): 99.6 kcal/mol


C2H7S2 | ωB97M-V with the def2-TZVPD basis set

XYZ file:
```
11
Properties=species:S:1:pos:R:3:forces:R:3:lowdin_charge:R:1
C 1.88645 0.02909 -0.96848 -0.987 0.222 -0.057 -0.44
S 0.72957 -1.39745 -0.99442 0.128 0.215 -0.003 0.65
H -1.02759 -1.49827 0.66708 -0.402 -0.042 -0.142 0.02
H -0.28107 0.09565 0.63346 -0.071 -0.195 0.171 -0.02
H 2.45898 0.18060 -1.87814 0.179 -0.662 -0.160 0.01
H -3.17262 0.81017 2.19319 -0.025 -0.042 0.002 -0.50
S -2.32951 1.84202 2.03234 0.061 0.042 -0.021 -0.35
H 1.24983 0.91455 -0.94987 0.101 0.065 0.437 0.03
H -1.37357 -0.23249 -0.65145 -0.453 -0.385 0.135 0.02
H 2.52840 -0.02863 -0.09809 0.098 0.175 0.068 0.02
C -0.66888 -0.71523 0.01439 1.369 0.606 -0.430 -0.43
```
Forces are in eV/Å.

Computed properties:
* frontier orbital gap: 5.74 eV
* highest occupied orbital energy: -2.60 eV
* DFT total energy: -23858.6758 eV
* spin multiplicity: 1
* largest force on an atom: 1.56 eV/A
* relative energy (zero: lowest compared OMol25 entry of this formula, charge and spin): 12.4 kcal/mol
* total charge: -1


C5H11NO | ωB97M-V with the def2-TZVPD basis set

XYZ file:
```
18
Properties=species:S:1:pos:R:3:forces:R:3:lowdin_charge:R:1
H 1.64554 0.81096 1.18102 -0.018 -0.248 0.071 0.09
H 0.01950 1.54239 2.32768 -0.179 -0.061 -0.316 0.07
C 1.39327 -0.15088 -0.59113 0.211 -0.019 -0.267 -0.20
H -1.67030 1.13755 1.93828 0.068 -0.104 -0.196 0.08
H -0.12705 1.39492 -0.83944 0.074 -0.094 0.174 0.13
C -0.15136 -0.08914 0.83970 -0.076 0.250 0.042 -0.51
C -0.66278 0.73100 2.04431 -0.047 0.057 -0.223 -0.01
N 1.33449 -0.10934 0.87610 0.080 -0.024 0.099 0.02
O -0.71861 -1.36223 1.02261 -0.029 -0.197 -0.279 0.01
H 1.50999 -1.19226 -0.91975 0.047 0.168 -0.053 0.11
H -1.74764 -0.04210 -2.22923 0.104 0.025 0.340 0.07
H -0.10786 0.04684 -2.84742 -0.158 -0.053 0.267 0.08
H -0.80783 -1.78421 0.16198 0.049 -0.105 0.074 0.08
H -0.62658 -1.41171 -2.05713 -0.072 0.194 0.277 0.07
H -0.67808 0.03804 2.89790 -0.005 0.108 -0.318 0.09
H 2.17189 0.45058 -1.06774 -0.048 -0.020 0.101 0.11
C -0.06358 0.30573 -0.73848 0.088 0.134 0.006 -0.24
C -0.71301 -0.31612 -1.99927 -0.090 -0.011 0.199 -0.07
```
Forces are in eV/Å.

Computed properties:
* frontier orbital gap: 9.94 eV
* highest occupied orbital energy: -9.02 eV
* DFT total energy: -8899.6932 eV
* spin multiplicity: 1
* largest force on an atom: 0.37 eV/A
* relative energy (zero: lowest compared OMol25 entry of this formula, charge and spin): 46.2 kcal/mol


- The lowest largest force on an atom belongs to which entry?
  C25H24BI3N9OW


- Among the records above, which one has the lowest DFT total energy?
  C25H24BI3N9OW


- Look up the DFT total energy of the second one.
  -68567.6591 eV